ORCA calculation (ωB97M-V/def2-TZVPD) on a 2-piece molecular cluster, C2HN2 overall in a non-equilibrium geometry.

**Charge**: +1
**E_tot**: -185.7105 Ha
**Kohn-Sham gap (spin up / spin down)**: 8.18 / 8.18 eV
**Lowest unoccupied orbital energy (spin up / spin down)**: -12.14 / -12.14 eV
**ΔE to the lowest compared entry with this formula, charge and spin**: 129.1 kcal/mol
**Largest force on an atom**: 9.7 eV Å⁻¹

Each line ends with the Mulliken charge.
Positions of all 5 atoms, in Å:
C (1.25, -1.90, 2.96)  0.4074
C (0.11, -0.02, 0.29)  0.0867
N (1.54, -2.71, 3.67)  0.2119
N (0.54, -0.37, 1.28)  -0.0751
H (-0.26, 0.38, -0.63)  0.3691